C25H31N5O2RuS | ωB97M-V with the def2-TZVPD basis set

Structure (XYZ):
```
65
C25H31N5O2RuS, DFT ωB97M-V with the def2-TZVPD basis set
Ru 0.74646 -0.65717 0.91122
O 1.33214 -0.94716 2.80329
C 2.24148 -0.20610 3.39055
C 2.13824 -0.01882 4.78137
C 3.03969 0.76906 5.46077
C 4.10963 1.38954 4.80910
C 4.26180 1.18695 3.45826
C 3.34731 0.40989 2.72917
C 3.63002 0.12651 1.34120
N 2.80325 -0.51590 0.60133
C 3.21010 -1.10738 -0.66827
C 2.42833 -2.41903 -0.72758
N 1.02384 -2.12495 -0.41786
C 0.08544 -2.71091 -1.08335
C -1.31271 -2.59850 -0.80756
C -2.22330 -3.10498 -1.75436
C -3.57593 -3.06176 -1.53213
C -4.04477 -2.54672 -0.31496
C -3.18539 -2.07137 0.64616
C -1.79086 -2.05215 0.42361
O -0.99788 -1.60292 1.35064
H 1.32059 -0.50618 5.29496
H 2.91866 0.90194 6.52859
H 4.81341 1.99511 5.36153
H 5.10594 1.61871 2.93204
H 4.63303 0.34203 0.96746
H 4.28449 -1.29881 -0.70236
H 2.94837 -0.44128 -1.49206
H 2.80847 -3.08192 0.05266
H 2.51895 -2.92708 -1.69017
H 0.38380 -3.37674 -1.89401
H -1.83485 -3.54012 -2.66878
H -4.26899 -3.44540 -2.26696
H -5.11023 -2.52895 -0.12190
H -3.54867 -1.69904 1.59442
S 1.36739 3.87280 1.57027
C 0.35871 3.22794 2.78929
C 0.17677 1.90142 2.58375
N 0.82908 1.40571 1.47984
C 1.48670 2.34299 0.85550
H -0.03154 3.83614 3.58652
H -0.39543 1.22622 3.20139
H 2.05969 2.16398 -0.04028
C -2.69620 0.50955 -4.29676
C -1.79288 1.59257 -3.72329
N -1.52220 1.43398 -2.29166
C -2.44184 2.08222 -1.35773
C -3.63231 1.23551 -0.92266
C -0.54876 0.61461 -1.83443
C 0.46814 0.13159 -2.81992
N -0.47432 0.26735 -0.58645
H -2.82783 0.66212 -5.36786
H -3.68097 0.52015 -3.83358
H -2.26966 -0.48311 -4.14340
H -2.24575 2.57553 -3.85283
H -0.85073 1.61978 -4.26676
H -2.78950 2.99377 -1.84413
H -1.86155 2.40788 -0.48866
H -4.28600 1.00939 -1.76316
H -4.21842 1.77984 -0.18206
H -3.32428 0.28515 -0.48348
H 0.92952 0.96901 -3.34241
H 0.00879 -0.51749 -3.56626
H 1.23108 -0.42770 -2.29955
H -1.26556 0.61274 -0.05524
```

Computed properties:
* net charge: +1
* ⟨S²⟩: 0.758
* spin multiplicity: 2
* energy relative to the best compared isomer or geometry (same formula, charge and spin): 17.3 kcal/mol
* orbital gap (spin up / spin down): 7.520 / 6.935 eV